1.
Here is a 9-piece molecular cluster, C42H109N7O14 overall from the OMol25 dataset. Energies are from wB97M-V/def2-TZVPD.

The value obtained for the HOMO energy is -8.46 eV. Its energy above the lowest of the compared OMol25 structures with the same formula, charge and spin is 473.42 kJ/mol.

Last column: Mulliken charge in e.
Geometry (Å):
C (-8.7201, -5.8376, 3.2633)  -1.0003
C (-10.0560, -6.5400, 3.1415)  -0.1799
O (-10.9016, -5.8247, 4.0030)  -0.5064
H (-7.9384, -6.4410, 2.8018)  0.3240
H (-8.5195, -5.5291, 4.2893)  0.2889
H (-8.7943, -4.8880, 2.7334)  0.2611
H (-9.9599, -7.6167, 3.2819)  0.2878
H (-10.4256, -6.4489, 2.1201)  0.2399
H (-11.7996, -6.1560, 3.9296)  0.2849
C (-0.7805, -7.7030, 3.6169)  -1.1187
C (-0.2947, -8.6171, 2.5266)  -0.0920
O (1.0892, -8.3841, 2.4674)  -0.5123
H (-0.6314, -8.0475, 4.6402)  0.2864
H (-1.8336, -7.4225, 3.5971)  0.3571
H (-0.3501, -6.7049, 3.5351)  0.2962
H (-0.7669, -8.3838, 1.5722)  0.2653
H (-0.5203, -9.6309, 2.8573)  0.2275
H (1.4622, -8.9752, 1.8094)  0.2903
C (8.2230, 9.4492, -3.9499)  -0.7304
O (7.9049, 8.1938, -3.3841)  -0.2900
C (7.8968, 7.1620, -4.3684)  -0.7051
C (7.7025, 5.8527, -3.7097)  -0.4374
N (6.2748, 5.4107, -3.5856)  -0.4009
C (6.1060, 4.1269, -2.8808)  -0.6851
C (6.7067, 4.1266, -1.4591)  -0.3326
O (6.0619, 3.1002, -0.6667)  -0.3788
C (6.5857, 1.7668, -0.8625)  -0.7106
H (7.4411, 9.6692, -4.6767)  0.3048
H (9.1641, 9.5185, -4.4954)  0.2984
H (8.2462, 10.2103, -3.1700)  0.2411
H (8.8857, 7.1257, -4.8253)  0.3646
H (7.1114, 7.3277, -5.1059)  0.3734
H (8.1195, 5.9000, -2.7037)  0.2948
H (8.3169, 5.0937, -4.1940)  0.3782
H (5.7290, 6.1062, -3.0973)  0.2928
H (6.6292, 3.3246, -3.4011)  0.3727
H (5.0482, 3.8642, -2.8907)  0.2855
H (6.4083, 5.0244, -0.9179)  0.2789
H (7.7947, 4.0719, -1.4225)  0.3370
H (7.6474, 1.6627, -0.6389)  0.2854
H (6.4681, 1.5666, -1.9275)  0.2946
H (5.9991, 1.0225, -0.3238)  0.2684
C (12.2275, 0.0573, 6.7954)  -0.7041
O (10.8421, -0.0263, 6.4938)  -0.2937
C (9.9290, 0.5985, 7.4023)  -0.4272
C (8.4813, 0.4502, 6.8540)  -0.5642
N (7.5144, 1.0237, 7.8860)  -0.2752
C (6.1434, 0.6652, 7.5990)  -0.4248
C (5.2083, 1.1170, 8.7255)  -0.6198
O (3.8221, 0.9518, 8.3419)  -0.2957
C (2.8994, 1.3186, 9.3305)  -0.6866
H (12.4678, -0.3546, 7.7755)  0.2968
H (12.6013, 1.0778, 6.7111)  0.2848
H (12.6090, -0.6170, 6.0286)  0.2357
H (10.2140, 1.6494, 7.4529)  0.3266
H (9.9851, 0.1474, 8.3930)  0.2905
H (8.3437, -0.5936, 6.5715)  0.3043
H (8.3663, 1.0573, 5.9561)  0.2275
H (7.8317, 0.7789, 8.8131)  0.2513
H (6.0137, -0.4149, 7.5304)  0.2973
H (5.7727, 1.1584, 6.7004)  0.2482
H (5.3722, 2.1861, 8.8604)  0.3883
H (5.4331, 0.6098, 9.6638)  0.3286
H (3.0121, 0.6166, 10.1568)  0.2835
H (1.8782, 1.2923, 8.9502)  0.2366
H (3.1346, 2.3188, 9.6944)  0.2910
C (-10.4950, -3.0400, 12.1858)  -0.7651
O (-9.7524, -1.8992, 11.7577)  -0.3053
C (-10.2110, -1.3947, 10.4994)  -0.6962
C (-9.2674, -0.3800, 9.8661)  -0.5126
N (-9.5151, 0.9059, 10.5041)  -0.4190
C (-8.3773, 1.7808, 10.1605)  -0.6800
C (-8.6470, 3.2090, 10.5853)  -0.4532
O (-7.5288, 4.0584, 10.3657)  -0.3250
C (-7.6291, 5.2716, 11.0125)  -0.7264
H (-11.5220, -2.7716, 12.4337)  0.3154
H (-10.0797, -3.2939, 13.1611)  0.2619
H (-10.5970, -3.8553, 11.4695)  0.3011
H (-11.2128, -0.9774, 10.6012)  0.3614
H (-10.4266, -2.2200, 9.8208)  0.4602
H (-9.4378, -0.2850, 8.7937)  0.3993
H (-8.2475, -0.7238, 10.0382)  0.3270
H (-9.3169, 0.8160, 11.4904)  0.2844
H (-8.1067, 1.6701, 9.1104)  0.3847
H (-7.5460, 1.3943, 10.7499)  0.3214
H (-8.8821, 3.2110, 11.6496)  0.2986
H (-9.5186, 3.6068, 10.0656)  0.3155
H (-8.6402, 5.6772, 10.9782)  0.3142
H (-6.8692, 5.9076, 10.5586)  0.2537
H (-7.3304, 5.2459, 12.0605)  0.2839
C (-4.3752, -7.1245, -18.1794)  -0.7698
O (-5.3143, -7.3813, -17.1931)  -0.3359
C (-6.1856, -6.1667, -17.0505)  -0.5088
C (-7.2475, -6.4057, -15.9705)  -0.6971
N (-6.6361, -6.7306, -14.6513)  -0.3854
C (-6.1454, -5.5145, -14.0608)  -0.4378
C (-5.6032, -5.7082, -12.6729)  -0.5084
O (-4.7935, -4.5825, -12.3636)  -0.2969
C (-4.3795, -4.5121, -10.9742)  -0.7460
H (-3.6945, -7.9583, -18.3513)  0.2733
H (-3.7256, -6.3245, -17.8240)  0.3167
H (-4.7627, -6.7423, -19.1237)  0.3016
H (-6.7481, -6.1032, -17.9820)  0.4291
H (-5.6121, -5.2496, -16.9158)  0.3887
H (-8.0049, -7.1226, -16.2877)  0.3615
H (-7.8833, -5.5296, -15.8428)  0.3362
H (-5.7835, -7.2518, -14.7982)  0.3528
H (-6.9322, -4.7871, -13.8606)  0.2013
H (-5.4251, -5.0501, -14.7342)  0.2427
H (-5.0581, -6.6378, -12.5089)  0.3323
H (-6.4214, -5.7819, -11.9566)  0.2903
H (-3.7881, -3.6086, -10.8257)  0.2490
H (-3.7240, -5.3351, -10.6896)  0.3037
H (-5.1990, -4.5406, -10.2560)  0.3069
C (1.4459, 10.2228, -0.0762)  -0.6896
O (1.4033, 8.7621, -0.0718)  -0.3217
C (0.3560, 8.0957, 0.6454)  -0.5562
C (0.4459, 8.2812, 2.2063)  -0.3176
N (-0.5699, 7.4787, 2.9091)  -0.3819
C (-0.7700, 7.9226, 4.3472)  -0.7755
C (0.3114, 7.6702, 5.3622)  -0.4177
O (1.4171, 8.5847, 5.1798)  -0.3248
C (2.6716, 8.0606, 5.5317)  -0.7162
H (2.3050, 10.4292, -0.7144)  0.2451
H (1.7244, 10.7321, 0.8463)  0.2778
H (0.5489, 10.6609, -0.5139)  0.2987
H (0.3771, 7.0354, 0.3937)  0.2749
H (-0.6049, 8.4099, 0.2380)  0.3401
H (0.2426, 9.2936, 2.5555)  0.3384
H (1.4168, 8.0052, 2.6179)  0.1536
H (-0.2140, 6.5403, 2.7962)  0.2819
H (-1.6304, 7.4170, 4.7857)  0.3900
H (-1.0140, 8.9845, 4.3786)  0.3238
H (0.7053, 6.6709, 5.1770)  0.3291
H (-0.1567, 7.6772, 6.3466)  0.3930
H (3.4307, 8.8077, 5.2998)  0.2097
H (2.7635, 7.1359, 4.9620)  0.3443
H (2.6588, 7.8240, 6.5956)  0.3004
C (-2.4202, -0.1743, 3.0108)  -1.3277
C (-1.1108, -0.2610, 2.1712)  0.6647
C (-1.4078, -0.2261, 0.6511)  -0.8527
O (-2.1904, -1.3612, 0.2461)  -0.3369
C (-1.4534, -2.4606, -0.2440)  -0.7061
N (-0.3449, 0.8722, 2.6062)  -0.7158
H (-3.1067, -0.9792, 2.7483)  0.3381
H (-2.9367, 0.7856, 3.0119)  0.3069
H (-2.0282, -0.4389, 3.9929)  0.3921
H (-0.4674, -1.1011, 2.4322)  0.2054
H (-0.5224, -0.0911, 0.0298)  0.3546
H (-1.8924, 0.6799, 0.2871)  0.3556
H (-2.0745, -3.3389, -0.0681)  0.2635
H (-0.5640, -2.6595, 0.3539)  0.3133
H (-1.1965, -2.3637, -1.2989)  0.2562
H (-0.3343, 0.8338, 3.6155)  0.2483
H (0.6201, 0.7761, 2.3242)  0.2414
C (4.3285, -4.6198, -9.0251)  -1.2979
C (5.7495, -4.5159, -9.5495)  0.4855
C (5.8020, -5.1214, -10.9882)  -0.6615
O (5.4627, -6.5118, -11.0155)  -0.3438
C (5.7847, -7.1860, -12.2204)  -0.7695
N (6.2044, -3.1342, -9.5086)  -0.7033
H (4.0102, -5.6331, -9.2701)  0.3334
H (3.5875, -3.9672, -9.4867)  0.3179
H (4.2234, -4.4291, -7.9571)  0.3360
H (6.3820, -5.1317, -8.9101)  0.2436
H (6.8164, -5.0489, -11.3804)  0.3651
H (5.1982, -4.5580, -11.6996)  0.3033
H (5.2027, -8.0946, -12.3750)  0.2668
H (6.8199, -7.5273, -12.2142)  0.2924
H (5.6797, -6.5834, -13.1225)  0.3169
H (5.5965, -2.5173, -10.0281)  0.2582
H (7.0846, -2.9741, -9.9773)  0.2568

Atoms 1-6, force components in eV/Å:
-0.14 0.31 -0.58
0.58 0.50 -0.70
-0.67 -0.29 0.61
0.22 0.15 0.28
0.18 -0.61 0.10
0.12 -0.01 -0.21

***

2.
Here is a 2-piece molecular cluster, C5H7NO2 overall from the OMol25 dataset. Energies are from wB97M-V/def2-TZVPD.

The value obtained for the HOMO energy is -9.09 eV. Its energy above the lowest of the compared OMol25 structures with the same formula, charge and spin is 439.12 kJ/mol.

Last column: natural (NBO) charge in e.
Geometry (Å):
C (-0.2316, 0.4886, 0.5730)  -0.0921
C (0.1350, -0.5301, -0.4620)  0.2131
C (0.9510, 1.3491, 0.1420)  -0.2089
C (1.0070, 2.0288, -0.9911)  -0.3271
O (-0.2180, 0.1511, 1.9272)  -0.6933
O (0.8889, -1.4851, 0.1023)  -0.6965
C (-2.2763, -2.0714, -0.3589)  0.0568
N (-2.7051, -2.8638, 0.3355)  -0.3126
H (0.3966, -0.5879, 2.0409)  0.4773
H (1.2227, -2.0969, -0.5692)  0.5082
H (-1.1774, 0.9880, 0.3578)  0.2069
H (-1.8366, -1.3316, -0.9837)  0.2396
H (1.7871, 1.3118, 0.8275)  0.2195
H (1.8736, 2.6098, -1.2575)  0.2062
H (0.1829, 2.0396, -1.6838)  0.2028

Atoms 1-6, force components in eV/Å:
0.32 -0.20 -0.30
0.04 -0.99 -0.10
-0.01 0.53 0.26
0.07 0.10 0.03
0.26 -0.21 0.17
-0.28 0.74 0.11

***

> Number 1 is which compound?

C42H109N7O14

***

What did the second record say?
Here is a 2-piece molecular cluster, C5H7NO2 overall from the OMol25 dataset. Energies are from wB97M-V/def2-TZVPD.

The value obtained for the HOMO energy is -9.09 eV. Its energy above the lowest of the compared OMol25 structures with the same formula, charge and spin is 439.12 kJ/mol.

Last column: natural (NBO) charge in e.
Geometry (Å):
C (-0.2316, 0.4886, 0.5730)  -0.0921
C (0.1350, -0.5301, -0.4620)  0.2131
C (0.9510, 1.3491, 0.1420)  -0.2089
C (1.0070, 2.0288, -0.9911)  -0.3271
O (-0.2180, 0.1511, 1.9272)  -0.6933
O (0.8889, -1.4851, 0.1023)  -0.6965
C (-2.2763, -2.0714, -0.3589)  0.0568
N (-2.7051, -2.8638, 0.3355)  -0.3126
H (0.3966, -0.5879, 2.0409)  0.4773
H (1.2227, -2.0969, -0.5692)  0.5082
H (-1.1774, 0.9880, 0.3578)  0.2069
H (-1.8366, -1.3316, -0.9837)  0.2396
H (1.7871, 1.3118, 0.8275)  0.2195
H (1.8736, 2.6098, -1.2575)  0.2062
H (0.1829, 2.0396, -1.6838)  0.2028

Atoms 1-6, force components in eV/Å:
0.32 -0.20 -0.30
0.04 -0.99 -0.10
-0.01 0.53 0.26
0.07 0.10 0.03
0.26 -0.21 0.17
-0.28 0.74 0.11